# C66H55As2BrHgN7O11S

C66H55As2BrHgN7O11S as an isolated structure in a non-equilibrium geometry (ωB97M-V with the def2-TZVPD basis set, the Open Molecules 2025 dataset).

Last column: Mulliken charge in e.
Element x y z (Å)
Hg  -0.67  0.20  -0.53  5.191
O  -5.22  2.91  -4.36  -0.606
C  -4.30  2.33  -3.53  0.724
C  -3.12  2.98  -3.19  -0.791
C  -2.21  2.33  -2.37  -0.377
N  -2.42  1.10  -1.91  0.832
C  -3.53  0.46  -2.26  0.380
C  -4.51  1.04  -3.06  -0.996
C  -3.60  -1.03  -1.92  -0.358
O  -4.71  -1.51  -1.63  -1.199
O  -2.51  -1.63  -2.01  -0.420
C  -0.81  2.94  -2.13  -0.460
O  -0.64  4.10  -2.48  -0.860
O  0.05  2.13  -1.70  -0.239
H  -4.88  3.78  -4.62  0.298
H  -2.88  3.97  -3.55  0.522
H  -5.40  0.49  -3.32  0.553
Br  6.92  5.43  2.96  -0.283
C  6.55  3.58  3.28  0.124
C  6.56  3.10  4.58  -0.663
C  6.30  1.77  4.82  -0.303
C  6.00  0.88  3.76  -0.241
C  6.05  1.41  2.44  0.090
C  6.32  2.73  2.21  -0.311
N  5.91  -0.43  4.01  -0.995
N  5.37  -1.34  3.30  -0.645
C  4.24  -1.31  2.56  0.683
C  4.21  -2.28  1.52  -0.647
C  3.16  -2.34  0.65  -0.897
C  1.95  -1.62  0.88  -1.329
O  0.99  -1.63  0.04  0.284
C  1.83  -0.95  2.16  0.306
N  -0.70  -0.39  3.16  0.510
C  -0.67  0.62  3.91  -0.350
C  0.61  0.98  4.50  -1.510
C  2.97  0.41  3.92  1.641
C  3.03  -0.62  2.82  1.381
H  6.77  3.77  5.40  0.387
H  6.30  1.39  5.83  0.462
H  5.92  0.72  1.62  0.587
H  6.35  3.11  1.19  0.418
H  5.09  -2.89  1.38  0.309
H  3.20  -3.00  -0.21  0.422
H  -1.62  1.06  4.20  0.474
H  0.73  0.72  5.55  0.472
H  3.78  1.15  3.80  -0.187
O  -0.08  1.52  1.19  -0.596
As  1.39  1.73  1.83  0.809
C  2.70  1.82  0.39  1.150
C  2.37  2.88  -0.45  -1.420
C  3.10  3.12  -1.60  -0.878
C  4.19  2.32  -1.90  -0.896
C  4.52  1.27  -1.06  -0.585
C  3.76  1.00  0.07  0.351
C  1.65  1.05  3.67  0.394
C  3.07  -0.26  5.25  -1.687
C  2.43  -1.37  5.62  -0.627
C  1.46  -2.25  4.98  -0.708
C  0.67  -2.23  3.90  -0.845
C  0.43  -1.23  2.78  1.479
C  1.49  3.59  2.43  1.020
C  2.67  4.32  2.41  -0.160
C  2.71  5.61  2.92  -0.762
C  1.57  6.16  3.49  -0.680
C  0.40  5.42  3.56  -0.819
C  0.36  4.14  3.02  -0.634
H  1.53  3.52  -0.20  0.361
H  2.80  3.92  -2.26  0.375
H  4.78  2.51  -2.78  0.404
H  5.38  0.66  -1.28  0.574
H  4.00  0.15  0.69  -0.577
H  3.78  0.17  5.94  0.224
H  2.68  -1.74  6.62  0.394
H  1.34  -3.16  5.57  0.295
H  0.05  -3.11  3.79  0.339
H  -0.04  -1.81  1.97  -1.119
H  3.56  3.88  1.97  0.223
H  3.63  6.18  2.87  0.391
H  1.60  7.17  3.89  0.361
H  -0.48  5.84  4.02  0.449
H  -0.55  3.55  3.04  0.237
C  -2.49  0.52  -6.41  -0.779
C  -1.62  1.40  -5.79  -1.199
C  -0.84  0.97  -4.73  -0.339
C  -0.90  -0.35  -4.28  1.057
C  -1.78  -1.22  -4.91  -1.165
C  -2.57  -0.79  -5.97  -0.731
As  0.17  -0.87  -2.75  1.407
C  0.24  -2.81  -2.96  0.538
C  0.77  -3.41  -4.10  -0.408
C  0.83  -4.79  -4.20  -0.764
C  0.35  -5.58  -3.18  -0.672
C  -0.18  -4.99  -2.04  -0.682
C  -0.22  -3.61  -1.93  -0.669
C  1.94  -0.59  -3.57  0.717
C  3.02  -1.08  -2.84  0.049
C  4.30  -1.06  -3.36  -0.436
C  4.53  -0.51  -4.61  -0.828
C  3.48  0.01  -5.34  -0.752
C  2.19  -0.04  -4.83  -0.397
H  -3.10  0.85  -7.24  0.372
H  -1.56  2.43  -6.12  0.432
H  -0.18  1.67  -4.22  0.884
H  -1.85  -2.24  -4.55  0.366
H  -3.25  -1.48  -6.44  0.398
H  1.15  -2.79  -4.91  0.461
H  1.26  -5.25  -5.09  0.394
H  0.39  -6.66  -3.26  0.353
H  -0.57  -5.61  -1.24  0.476
H  -0.61  -3.13  -1.05  0.016
H  2.83  -1.49  -1.86  -0.440
H  5.12  -1.48  -2.79  0.497
H  5.53  -0.49  -5.03  0.329
H  3.65  0.45  -6.31  0.406
H  1.37  0.34  -5.43  0.333
C  -8.81  -3.06  -1.43  -1.235
C  -7.39  -3.42  -1.05  0.298
S  -7.16  -3.30  0.77  1.415
O  -6.36  -4.43  1.19  -0.751
O  -8.47  -3.20  1.39  -0.741
C  -6.23  -1.77  1.05  1.020
C  -5.26  -1.92  2.23  -1.981
N  -4.09  -1.12  2.00  0.526
C  -3.06  -1.43  1.17  -0.344
N  -2.37  -0.35  0.84  0.930
C  -2.95  0.70  1.46  -1.079
C  -4.03  0.25  2.20  -0.784
N  -4.82  0.98  3.07  1.143
O  -4.58  2.20  3.17  -0.665
O  -5.71  0.40  3.74  -0.706
C  -2.72  -2.81  0.76  -0.814
H  -8.92  -3.04  -2.51  0.410
H  -9.07  -2.09  -1.03  0.314
H  -9.50  -3.79  -1.02  0.320
H  -6.65  -2.76  -1.48  -0.358
H  -7.14  -4.45  -1.29  0.440
H  -6.95  -0.98  1.21  0.467
H  -5.67  -1.59  0.13  -0.690
H  -4.98  -2.98  2.31  0.858
H  -5.72  -1.58  3.16  0.388
H  -2.58  1.71  1.38  0.629
H  -3.45  -3.54  1.12  0.727
H  -1.73  -3.07  1.14  0.043
H  -2.69  -2.85  -0.33  -0.225

Values from the calculation:
**Net charge**: -2
**HOMO level (spin up / spin down)**: -0.5 / -1.6 eV
**Spin multiplicity**: 2
**Max |F|**: 2.811 eV/A
**ΔE to the lowest compared entry with this formula, charge and spin**: 503.6 kJ/mol
**LUMO energy (spin up / spin down)**: 2.767 / 2.767 eV
**Energy**: -11355.958165 a.u.
**Kohn-Sham gap (spin up / spin down)**: 3.24 / 4.38 eV